{
  "formula": "C4H14N2O",
  "method": "wB97M-V/def2-TZVPD",
  "gap_ev": 12.05,
  "charge": 2,
  "de_lowest_kj_mol": 151.58,
  "e_lumo_ha": -0.301,
  "multiplicity": 1,
  "elements": ["C", "C", "C", "C", "N", "N", "H", "H", "H", "H", "H", "H", "H", "H", "H", "H", "H", "H", "H", "H", "O"],
  "xyz": [[0.202, 1.140, 1.002], [-1.122, 0.737, 0.361], [-1.188, 0.662, -1.123], [-0.174, -0.882, -2.787], [-0.242, -0.396, -1.577], [0.588, 0.476, 2.297], [1.031, 0.995, 0.395], [0.121, 2.218, 1.159], [-1.383, -0.257, 0.718], [-1.953, 1.397, 0.701], [-2.205, 0.285, -1.388], [-1.068, 1.544, -1.637], [-0.816, -0.455, -3.525], [0.519, -1.686, -2.990], [0.360, -0.739, -0.771], [-0.320, 0.150, 2.879], [1.275, 0.996, 2.971], [1.138, -0.315, 1.994], [1.395, -2.656, 0.110], [2.377, -1.559, 0.871], [1.467, -1.657, 0.339]],
  "forces_ev_per_a": [[-1.08, 2.38, 0.72], [-0.95, -0.36, 1.65], [-1.26, -2.83, -0.02], [0.25, 0.83, 2.92], [0.48, -0.49, -1.01], [-1.43, 0.02, 2.55], [1.51, -0.28, -1.38], [0.38, -0.12, 0.29], [-0.20, -0.27, 0.16], [0.68, -0.38, -0.12], [0.64, 0.38, 0.19], [0.75, 2.14, -1.20], [-0.34, 0.09, -0.59], [0.09, -0.05, -0.14], [-0.25, -0.19, -1.50], [2.73, 0.77, -1.41], [-1.83, -0.45, -1.50], [-0.37, -1.03, 0.32], [0.38, 2.28, 0.80], [-2.65, -0.74, -2.10], [2.50, -1.70, 1.36]]
}